12
Properties=species:S:1:pos:R:3:forces:R:3 method="wB97M-V/def2-TZVPD" homo_energy_ev=-2.848 smiles="O=CCNC[O-]" de_lowest_kcal_mol=76.4 gap_ev=7.123 lumo_ha=0.157 charge=-1 total_energy_ha=-323.096583
H -0.400 -0.550 -1.506 0.9 0.7 -0.6
H 1.038 -1.405 0.138 -0.2 -0.4 0.7
C 1.394 -0.400 0.372 2.5 1.0 -3.7
H -0.916 1.512 -0.521 0.5 -1.1 1.4
O -1.196 -1.690 -0.123 -0.3 0.3 0.5
H 0.271 0.249 1.837 -0.2 0.6 0.9
C -1.150 -0.520 -0.714 -1.1 0.2 0.4
H -2.074 -0.117 -1.228 -0.1 -0.5 0.1
O 2.536 -0.062 -0.029 -1.9 -0.8 1.5
C 0.412 0.614 0.823 1.1 2.1 0.4
N -0.897 0.736 0.209 -0.2 -0.3 -2.2
H 0.981 1.632 0.740 -0.9 -1.7 0.8